Molecular formula: C5H12O
Method: DFT, the ωB97M-V functional and the def2-TZVPD basis

Each line ends with the Löwdin charge.
Geometry (Å):
C 2.586644 -0.309876 0.494881  -0.1168
C 1.586614 -0.893138 -0.510846  -0.2332
C 0.175389 -0.506893 -0.218771  -0.1947
O -0.506819 0.063216 -1.167854  -0.0768
C -1.739757 0.501125 -1.102701  -0.2603
C -2.582417 0.112553 0.048442  -0.1190
H 3.606299 -0.651276 0.283082  0.0680
H 2.336865 -0.617862 1.516765  0.0714
H 2.572841 0.784647 0.463477  0.0682
H 1.692343 -1.989428 -0.515885  0.1055
H 1.829032 -0.553259 -1.524226  0.1141
H -0.325450 -0.743194 0.714136  0.1066
H -0.049539 1.914038 0.577467  0.0693
H -2.108940 0.857495 -2.053495  0.1045
H -0.600181 2.172477 0.129654  0.0612
H -3.610615 0.451651 -0.098574  0.0774
H -2.212119 0.530455 0.999078  0.0682
H -2.589086 -0.987178 0.180519  0.0864

Forces on the atoms, in the same order (eV/Å):
0.041 0.041 0.064
0.013 -0.025 -0.073
0.159 -0.248 0.401
0.182 0.051 -0.360
-0.420 0.019 0.047
-0.017 0.019 0.035
-0.161 0.046 0.021
0.033 0.043 -0.148
0.005 -0.157 0.005
-0.034 0.153 -0.001
-0.043 -0.041 0.132
0.064 0.033 -0.119
-0.080 0.060 -0.049
0.041 -0.031 0.126
0.087 -0.003 0.082
0.162 -0.047 0.012
-0.041 -0.053 -0.145
0.010 0.139 -0.028

Summary:
Lowest unoccupied orbital energy (spin up / spin down) = 0.044 / 0.045 Ha
Energy above the lowest of the compared OMol25 structures with the same formula, charge and spin = 96.2 kcal per mole
E = -7423.140 eV
HOMO energy (spin up / spin down) = -6.9 / -6.9 eV
Kohn-Sham gap (spin up / spin down) = 0.29799 / 0.29647 Eh
F_max = 0.50 eV/Å